Entry 1:
Molecular formula: C12H22O5
Method: DFT, ωB97M-V with the def2-TZVPD basis set

Output
Kohn-Sham gap = 10.996 eV
HOMO level = -10.5222 eV
relative energy (zero: lowest compared OMol25 entry of this formula, charge and spin) = 0.0 kcal per mole

Last column: Löwdin charge in e.
Cartesian coordinates (Å):
C1 1.287 -1.842 1.566  -0.09
C2 1.672 -2.587 0.280  -0.25
C3 2.402 -1.721 -0.739  -0.21
C4 1.561 -0.566 -1.305  -0.20
C5 2.386 0.707 -1.537  -0.21
C6 2.505 1.573 -0.287  -0.16
C7 1.182 2.180 0.186  -0.15
O1 0.902 1.787 1.537  0.05
C8 -0.344 1.514 1.927  -0.58
O2 -0.722 1.729 3.055  0.15
O3 -1.107 0.905 0.989  -0.02
C9 -2.508 1.279 1.062  -0.13
C10 -3.118 1.171 -0.328  -0.16
C11 -3.808 -0.170 -0.591  -0.10
C12 -2.916 -1.392 -0.562  -0.51
O4 -3.215 -2.402 0.030  0.12
O5 -1.787 -1.339 -1.318  0.09
H1 0.305 -1.369 1.491  0.06
H2 1.209 -2.556 2.390  0.07
H3 2.034 -1.103 1.857  0.07
H4 2.331 -3.417 0.549  0.10
H5 0.768 -3.018 -0.158  0.11
H6 3.327 -1.320 -0.315  0.11
H7 2.702 -2.362 -1.575  0.11
H8 1.065 -0.855 -2.232  0.11
H9 0.779 -0.331 -0.573  0.08
H10 3.388 0.405 -1.856  0.11
H11 1.969 1.314 -2.348  0.11
H12 3.223 2.372 -0.478  0.11
H13 2.925 0.978 0.530  0.12
H14 0.370 1.889 -0.479  0.12
H15 1.282 3.266 0.183  0.13
H16 -2.575 2.293 1.445  0.13
H17 -3.012 0.592 1.742  0.14
H18 -3.880 1.948 -0.419  0.12
H19 -2.366 1.410 -1.087  0.12
H20 -4.589 -0.341 0.149  0.13
H21 -4.278 -0.136 -1.578  0.13
H22 -1.350 -0.485 -1.202  0.08

Force components x, y, z for each atom (eV/Å):
C -0.136 -0.385 0.079
C 0.174 0.157 0.384
C -0.269 -0.126 -0.524
C 0.004 0.341 0.291
C -0.047 -0.140 -0.091
C 0.268 -0.171 0.115
C 0.410 0.025 -0.440
O -0.240 -0.142 -0.005
C -0.190 -0.163 1.342
O 0.253 -0.074 -1.061
O 0.063 0.663 -0.348
C 0.013 -0.340 -0.136
C -0.205 0.029 0.117
C 0.206 0.147 -0.052
C -0.318 -0.899 0.592
O 0.295 0.823 -0.714
O 0.091 -0.125 0.349
H 0.135 0.164 -0.057
H -0.025 0.066 -0.004
H -0.017 0.085 -0.056
H -0.064 -0.041 -0.078
H 0.050 -0.047 -0.108
H -0.031 -0.028 0.191
H 0.141 0.072 0.039
H -0.025 -0.157 0.055
H -0.095 -0.021 -0.106
H -0.008 0.138 -0.081
H -0.034 -0.065 0.008
H -0.006 0.026 0.054
H -0.073 0.038 0.017
H -0.068 0.020 0.090
H -0.254 0.017 0.090
H 0.017 -0.019 0.105
H 0.021 0.136 0.174
H 0.031 -0.014 -0.012
H 0.013 -0.033 0.016
H -0.015 0.022 -0.036
H 0.002 -0.092 0.008
H -0.069 0.109 -0.205

Entry 2:
Molecular formula: C10H13NOSe
Method: DFT, ωB97M-V with the def2-TZVPD basis set

Output
Kohn-Sham gap = 8.371 eV
HOMO level = -7.7042 eV
relative energy (zero: lowest compared OMol25 entry of this formula, charge and spin) = 14.3 kcal per mole

Last column: Löwdin charge in e.
Cartesian coordinates (Å):
C1 2.253 -0.847 -1.789  -0.01
C2 3.023 -0.483 -0.789  -0.70
O1 4.368 -0.563 -0.851  -0.09
Se1 2.496 -0.040 1.069  1.08
C3 0.839 1.003 0.608  -0.42
C4 0.895 2.362 0.531  -0.11
C5 -0.252 3.087 0.089  -0.10
C6 -1.444 2.455 0.030  -0.11
C7 -1.559 1.072 0.157  0.00
C8 -0.387 0.288 0.575  -0.29
N1 -0.406 -1.060 0.578  -0.01
C9 -1.511 -1.988 0.104  -0.21
C10 -2.644 -1.948 1.065  -0.11
H1 1.212 -0.733 -1.711  0.03
H2 2.810 -1.195 -2.722  0.10
H3 4.681 -0.262 -1.761  0.14
H4 1.809 2.817 0.869  0.09
H5 -0.129 4.129 0.128  0.08
H6 -2.321 3.062 -0.151  0.11
H7 -2.406 0.539 0.142  0.04
H8 0.534 -1.413 0.688  0.04
H9 -1.097 -2.955 0.064  0.09
H10 -1.893 -1.633 -0.888  0.12
H11 -3.711 -1.900 0.740  0.09
H12 -2.536 -2.847 1.666  0.07
H13 -2.622 -0.947 1.557  0.08

Force components x, y, z for each atom (eV/Å):
C 1.410 -0.200 -1.452
C 0.041 -0.228 1.212
O 1.562 0.869 -1.420
Se -0.768 0.822 -1.190
C 0.539 -1.802 1.381
C -1.041 0.322 -0.700
C 2.755 -0.676 1.972
C -1.411 -0.878 -0.715
C 4.885 0.520 1.740
C -1.625 1.979 -2.931
N -0.421 -1.637 -0.011
C 0.430 3.326 -0.972
C -1.711 0.929 1.066
H -1.204 -0.115 -0.283
H -1.251 0.530 1.166
H -0.654 -0.741 1.731
H 0.225 0.494 -0.470
H -0.310 1.284 -0.344
H -0.204 -0.160 -0.151
H -3.352 -1.333 -0.386
H -0.221 -0.620 -0.022
H 0.595 -1.006 -0.428
H 0.766 -0.393 0.385
H 0.902 -0.611 -0.760
H -0.290 0.528 0.964
H 0.353 -1.202 0.618

Entry 3:
Molecular formula: C10H20O5PbS
Method: DFT, ωB97M-V with the def2-TZVPD basis set

Output
Kohn-Sham gap (spin up / spin down) = 7.315 / 7.283 eV
HOMO level (spin up / spin down) = -16.1793 / -16.1824 eV
charge = +2

Last column: Löwdin charge in e.
Cartesian coordinates (Å):
Pb1 -0.284 -0.412 1.455  1.70
C1 -2.412 -0.841 -1.011  -0.16
C2 -3.230 -0.227 0.067  -0.14
O1 -2.448 0.769 0.799  -0.29
C3 -2.384 2.042 0.158  -0.16
C4 -1.107 2.715 0.483  -0.12
O2 0.013 1.735 0.149  -0.29
C5 1.286 2.426 0.286  -0.17
C6 2.448 1.488 0.127  -0.12
O3 2.068 0.205 0.703  -0.28
C7 2.854 -0.824 0.165  -0.17
C8 2.414 -2.200 0.618  -0.13
O4 0.998 -2.367 0.553  -0.29
C9 0.537 -3.046 -0.666  -0.09
C10 -0.452 -2.120 -1.376  -0.15
O5 -1.240 -1.425 -0.397  -0.33
H1 -2.183 -0.116 -1.794  0.14
H2 -3.037 -1.681 -1.441  0.18
H3 -3.563 -0.977 0.811  0.15
H4 -4.153 0.194 -0.377  0.16
H5 -3.258 2.622 0.467  0.17
H6 -2.336 1.818 -0.887  0.12
H7 -1.088 3.099 1.555  0.11
H8 -0.890 3.592 -0.143  0.15
H9 1.312 2.838 1.319  0.10
H10 1.452 3.249 -0.452  0.16
H11 3.350 1.907 0.595  0.16
H12 2.696 1.288 -0.918  0.14
H13 3.903 -0.685 0.336  0.15
H14 2.734 -0.660 -0.903  0.13
H15 2.697 -2.435 1.608  0.13
H16 2.853 -2.931 -0.032  0.14
H17 -0.043 -3.954 -0.324  0.17
H18 1.328 -3.216 -1.341  0.12
H19 -1.086 -2.822 -2.006  0.16
H20 0.012 -1.401 -2.123  0.16
S1 0.236 2.353 3.937  0.25

Force components x, y, z for each atom (eV/Å):
Pb 0.491 0.662 0.664
C -1.173 -1.253 -0.201
C -0.704 0.436 0.819
O -0.243 -0.930 0.296
C -0.269 -0.439 -0.254
C 1.735 0.391 0.777
O -0.751 1.477 0.610
C 0.172 0.639 0.788
C -0.289 -0.882 -0.164
O -0.087 0.959 1.057
C -0.193 -0.461 -1.125
C -0.206 0.528 -0.650
O -0.219 -0.235 -1.017
C -2.455 0.760 1.745
C 0.215 -0.839 -1.695
O -0.308 -0.075 -1.378
H 0.456 -0.201 -0.037
H 0.771 0.879 0.205
H 0.316 0.385 -0.281
H 0.485 0.105 0.316
H 0.174 0.130 -0.339
H -0.522 0.382 -0.904
H 0.443 -0.923 -1.057
H -0.507 -0.257 0.030
H -0.048 0.010 -0.646
H -0.666 -0.509 0.503
H -0.284 -0.218 0.104
H -0.169 0.159 -0.088
H 0.707 0.085 0.569
H 0.067 -0.794 -0.553
H 0.424 -0.024 1.190
H 0.566 -0.360 -0.228
H 1.081 0.773 -0.456
H 1.020 -0.699 -0.516
H 0.325 1.013 0.769
H -0.354 -0.545 1.147
S -0.002 -0.128 0.001

Entry 4:
Molecular formula: C4H10P2
Method: DFT, ωB97M-V with the def2-TZVPD basis set

Output
Kohn-Sham gap (spin up / spin down) = 5.184 / 6.275 eV
HOMO level (spin up / spin down) = -4.1638 / -9.4161 eV
relative energy (zero: lowest compared OMol25 entry of this formula, charge and spin) = 11.3 kcal per mole
spin multiplicity = 3
<S²> = 2.0049

Last column: Mulliken spin population.
Cartesian coordinates (Å):
C1 -0.702 1.496 -0.540  0.04
C2 0.290 0.864 0.554  0.05
C3 -0.687 0.130 -1.240  0.04
C4 -0.124 -0.514 0.104  0.52
P1 -1.562 -0.832 1.137  1.08
P2 1.177 -2.047 -0.081  0.10
H1 -1.651 1.694 -0.021  0.00
H2 -0.450 2.380 -1.127  0.00
H3 1.419 1.255 0.553  -0.03
H4 0.027 1.207 1.542  -0.03
H5 -1.712 -0.176 -1.625  -0.09
H6 0.137 -0.015 -1.907  -0.01
H7 -0.867 -1.703 2.114  0.22
H8 -1.978 -1.687 0.192  0.10
H9 1.952 -1.673 1.166  0.00
H10 1.974 -1.402 -1.103  0.01

Force components x, y, z for each atom (eV/Å):
C 1.137 -0.411 0.737
C 2.792 3.690 -0.580
C -1.132 -0.563 0.950
C 0.412 0.419 -0.902
P 0.151 -1.881 1.191
P -0.228 0.975 1.334
H 0.055 -0.199 -0.284
H 0.336 -0.080 0.113
H -2.166 -1.245 -0.829
H -0.347 -0.397 0.690
H 1.488 -0.176 0.237
H 0.093 0.366 -1.059
H 0.434 0.622 0.732
H -2.076 -0.985 -1.496
H -0.673 -0.239 -1.606
H -0.277 0.104 0.771